Entry 1:
The molecule C4H6N2 at a distorted geometry. Source: OMol25; level of theory: wB97M-V/def2-TZVPD.

XYZ file:
```
12
Properties=species:S:1:pos:R:3:forces:R:3:mulliken_charge:R:1
N -0.550 -0.556 -0.887 -0.34 7.16 -1.17 -0.11
N -0.415 1.758 -1.125 -0.75 -3.03 -0.40 -0.57
C -0.003 1.385 0.162 0.23 -1.48 -0.20 -0.27
C 0.601 -0.890 1.312 -0.93 -1.22 -1.18 -1.10
C -0.025 0.008 0.208 1.48 0.05 3.42 0.62
C -0.726 0.573 -1.784 0.99 1.99 3.38 -0.28
H -0.167 -1.818 1.452 2.15 2.15 0.36 0.26
H -0.395 -1.472 -0.922 0.17 -4.55 -1.53 0.20
H 0.915 -0.314 2.193 -1.14 -0.22 0.09 0.32
H 1.628 -1.253 1.023 -1.18 -0.15 -0.36 0.28
H 0.349 1.924 1.101 -0.61 0.05 -2.08 0.28
H -1.211 0.656 -2.733 -0.07 -0.75 -0.33 0.39
```
Forces are in eV/Å.

Properties
- HOMO energy (eV) = -8.4128
- structure (SMILES) = Cc1cnc[nH]1
- multiplicity = 1
- gap between HOMO and LUMO (eV) = 9.28
- ΔE to the lowest compared entry with this formula, charge and spin (kJ/mol) = 162.3

=====

Entry 2:
The molecule C4H6N2 at a distorted geometry. Source: OMol25; level of theory: wB97M-V/def2-TZVPD.

XYZ file:
```
12
Properties=species:S:1:pos:R:3:forces:R:3:mulliken_charge:R:1
N 1.572 0.564 -0.073 -0.16 -0.23 0.16 -0.28
N -2.027 0.215 -0.266 -0.09 0.02 0.09 -0.55
C 0.093 -1.134 -0.104 -0.04 -0.05 -0.17 -0.54
C -0.637 0.113 -0.131 0.22 -0.01 0.07 0.85
C 0.278 1.121 -0.085 -0.18 -0.06 0.13 -0.75
C 1.408 -0.817 -0.099 -0.07 -0.22 0.07 -0.56
H -2.386 1.099 0.069 -0.01 -0.11 -0.05 0.24
H 2.087 0.719 0.789 0.50 0.87 -0.28 0.25
H -2.515 -0.548 0.185 0.02 0.09 -0.08 0.25
H -0.326 -2.129 -0.054 -0.03 0.07 -0.26 0.33
H 0.126 2.193 -0.143 0.08 -0.23 0.14 0.36
H 2.304 -1.423 -0.098 -0.25 -0.14 0.19 0.40
```
Forces are in eV/Å.

Properties
- HOMO energy (eV) = -7.8092
- structure (SMILES) = Nc1cc[nH]c1
- multiplicity = 1
- gap between HOMO and LUMO (eV) = 8.95
- ΔE to the lowest compared entry with this formula, charge and spin (kJ/mol) = 83.8

=====

Entry 3:
The molecule C4H6N2. Source: OMol25; level of theory: wB97M-V/def2-TZVPD.

XYZ file:
```
12
Properties=species:S:1:pos:R:3:forces:R:3:mulliken_charge:R:1
N 0.088 -0.054 -0.105 0.08 -0.29 0.30 0.13
N -0.119 -1.435 1.666 -0.30 0.11 0.02 -0.49
C 0.458 -1.176 0.495 0.02 0.15 -0.27 0.12
C 0.468 0.414 -1.421 0.08 0.05 -0.09 -0.78
C -1.038 -0.450 1.944 0.31 -0.11 -0.25 -0.50
C -0.828 0.567 0.839 -0.06 0.05 0.07 -0.36
H 0.986 1.375 -1.359 -0.07 -0.11 0.00 0.30
H -0.270 1.278 1.473 0.02 0.23 -0.20 0.28
H 1.204 -1.825 0.038 -0.14 0.07 0.02 0.34
H -1.665 1.095 0.376 0.04 -0.26 0.12 0.40
H 1.134 -0.317 -1.887 -0.09 0.12 0.10 0.27
H -0.415 0.528 -2.060 0.12 -0.02 0.16 0.30
```
Forces are in eV/Å.

Properties
- HOMO energy (eV) = -7.7522
- multiplicity = 1
- gap between HOMO and LUMO (eV) = 8.21
- ΔE to the lowest compared entry with this formula, charge and spin (kJ/mol) = 323.3

=====

Entry 4:
The molecule C4H6N2 at a distorted geometry. Source: OMol25; level of theory: wB97M-V/def2-TZVPD.

XYZ file:
```
12
Properties=species:S:1:pos:R:3:forces:R:3:mulliken_charge:R:1
N 1.393 0.324 0.772 0.12 0.04 0.21 -0.53
N -3.178 -0.333 -0.793 1.01 0.45 0.25 -0.39
C -0.881 0.767 -0.162 0.06 0.02 0.02 -0.40
C -2.163 0.154 -0.527 -0.87 -0.41 -0.25 0.22
C 1.331 -0.612 -0.348 0.05 -0.18 -0.23 -0.45
C 0.108 -0.244 0.397 -0.19 -0.07 0.01 -0.05
H 1.760 -0.123 1.607 -0.04 0.06 -0.12 0.24
H -1.069 1.551 0.579 -0.01 -0.12 -0.07 0.23
H 1.520 -0.163 -1.321 -0.06 -0.08 0.14 0.21
H -0.328 -1.005 1.044 0.07 0.15 -0.10 0.39
H 1.730 -1.617 -0.226 -0.07 0.17 0.02 0.26
H -0.454 1.253 -1.045 -0.06 -0.03 0.11 0.26
```
Forces are in eV/Å.

Properties
- HOMO energy (eV) = -10.2758
- structure (SMILES) = N#CC[C@H]1CN1
- multiplicity = 1
- gap between HOMO and LUMO (eV) = 11.19
- ΔE to the lowest compared entry with this formula, charge and spin (kJ/mol) = 149.8